[1]
Molecular formula: C5H26NO11
Method: DFT, ωB97M-V/def2-TZVPD

frontier orbital gap = 0.361 hartree
M = 276.26 g mol⁻¹
spin multiplicity = 1
max |F| = 5.37 eV Å⁻¹
HOMO level = -0.2570 Ha
charge = -1
relative energy (zero: lowest compared OMol25 entry of this formula, charge and spin) = 187.1 kJ/mol

CARTESIAN COORDINATES (ANGSTROEM)
C1 1.107 -2.155 1.622
C2 2.345 -1.755 2.348
C3 2.772 -0.250 2.308
C4 2.377 0.728 3.123
N1 -0.059 -1.319 1.909
C5 -0.825 -0.802 0.854
O1 -0.326 -1.017 -0.278
O2 -1.910 -0.330 1.211
H1 1.479 -2.227 0.557
H2 0.931 -3.279 1.926
H3 3.308 -2.264 1.946
H4 2.354 -2.068 3.490
H5 3.208 -0.063 1.223
H6 2.526 1.746 2.988
H7 1.995 0.407 4.126
H8 -0.270 -1.200 2.817
H9 1.295 3.240 -0.636
H10 1.927 3.647 -2.109
O3 1.962 3.809 -1.116
H11 1.290 -1.245 -1.727
H12 0.666 -2.441 -2.343
O4 1.254 -1.699 -2.524
H13 -3.341 -0.171 -2.547
H14 -2.448 -0.655 -3.705
O5 -2.993 0.008 -3.443
H15 -0.870 2.332 -2.749
H16 -0.620 2.369 -1.281
O6 -0.880 3.005 -2.025
H17 0.354 0.486 -2.787
H18 -1.177 0.506 -3.160
O7 -0.339 0.717 -3.451
H19 -0.810 -2.529 -1.352
H20 -2.214 -2.187 -1.459
O8 -1.626 -2.889 -1.620
H21 -1.774 1.267 2.485
H22 -0.521 0.815 2.882
O9 -1.036 1.560 2.991
H23 -3.036 -0.457 -0.022
H24 -2.830 0.477 -1.170
O10 -3.514 -0.077 -0.852
H25 0.042 1.246 0.379
H26 0.084 2.562 1.015
O11 0.144 2.156 0.154

The Mulliken scheme yields these atomic charges, measured in e: C -0.32; C -0.66; C 0.09; C -0.90; N 0.05; C 0.18; O -0.37; O -0.93; H 0.04; H 0.22; H 0.32; H 0.32; H 0.18; H 0.39; H 0.23; H 0.26; H 0.47; H 0.31; O -0.68; H 0.34; H 0.30; O -0.66; H 0.43; H 0.30; O -0.75; H 0.47; H 0.31; O -0.68; H 0.30; H 0.36; O -0.71; H 0.38; H 0.35; O -0.70; H 0.41; H 0.21; O -0.73; H 0.35; H 0.39; O -0.83; H 0.34; H 0.30; O -0.66

[2]
Molecular formula: C5H27N2O7
Method: DFT, ωB97M-V/def2-TZVPD

frontier orbital gap (alpha / beta) = 0.386 / 0.257 hartree
M = 227.28 g mol⁻¹
spin multiplicity = 2
max |F| = 5.18 eV Å⁻¹
HOMO level (alpha / beta) = -0.6273 / -0.6273 Ha
charge = +2
relative energy (zero: lowest compared OMol25 entry of this formula, charge and spin) = 0.0 kJ/mol

CARTESIAN COORDINATES (ANGSTROEM)
C1 -0.798 0.439 3.350
C2 -0.706 0.094 1.855
C3 -1.846 0.916 1.070
C4 -1.883 0.530 -0.373
C5 -2.183 -0.769 -0.747
N1 -2.453 -1.302 -1.950
N2 0.574 0.049 1.165
H1 0.210 0.242 3.734
H2 -1.511 -0.250 3.851
H3 -1.167 1.474 3.447
H4 -1.138 -0.954 1.808
H5 -1.566 1.985 1.314
H6 -2.802 0.865 1.485
H7 -1.564 1.298 -1.069
H8 -2.447 -1.345 0.186
H9 -2.370 -0.727 -2.786
H10 -2.710 -2.243 -1.983
H11 0.882 -0.961 1.004
H12 1.403 0.479 1.593
H13 0.496 0.399 0.208
H14 0.670 0.196 -2.287
H15 2.062 -0.462 -2.083
O1 1.164 -0.287 -1.636
H16 -0.664 -2.991 2.805
H17 -0.334 -3.299 1.274
O2 -0.284 -2.649 2.003
H18 -2.351 1.809 -3.833
H19 -1.501 1.018 -4.724
O3 -1.440 1.778 -4.135
H20 3.540 1.035 1.230
H21 3.263 -0.333 0.655
O4 3.152 0.174 1.459
H22 2.066 -3.006 1.965
H23 2.635 -3.353 0.597
O5 1.953 -2.842 1.019
H24 0.780 1.770 -3.468
H25 1.653 1.197 -4.637
O6 1.671 1.305 -3.686
H26 1.983 3.519 0.564
H27 1.783 2.608 -0.602
O7 1.780 2.592 0.358

The Mulliken scheme yields these atomic charges, measured in e: C -1.36; C 0.42; C -1.17; C -0.38; C 0.33; N -0.20; N 0.29; H 0.41; H 0.35; H 0.36; H -0.06; H 0.44; H 0.54; H 0.42; H 0.32; H 0.20; H 0.27; H 0.27; H 0.49; H 0.04; H 0.32; H 0.28; O -0.58; H 0.26; H 0.31; O -0.57; H 0.29; H 0.33; O -0.60; H 0.34; H 0.31; O -0.66; H 0.32; H 0.27; O -0.59; H 0.31; H 0.30; O -0.65; H 0.30; H 0.28; O -0.56

[3]
Molecular formula: C5H27N2O8
Method: DFT, ωB97M-V/def2-TZVPD

frontier orbital gap = 0.331 hartree
M = 243.28 g mol⁻¹
spin multiplicity = 1
max |F| = 2.46 eV Å⁻¹
HOMO level = -0.2181 Ha
charge = -1
relative energy (zero: lowest compared OMol25 entry of this formula, charge and spin) = 172.0 kJ/mol

CARTESIAN COORDINATES (ANGSTROEM)
N1 1.494 -1.187 1.783
C1 2.282 -0.064 1.231
C2 3.591 -0.710 0.707
C3 1.552 0.674 0.066
N2 0.950 -0.213 -0.891
C4 -0.222 0.302 -1.579
C5 -1.111 -0.922 -1.893
O1 -1.140 -1.813 -0.777
H1 0.809 -0.884 2.451
H2 1.167 -1.765 1.028
H3 2.404 0.622 2.065
H4 4.243 0.080 0.324
H5 3.991 -1.249 1.543
H6 3.314 -1.289 -0.172
H7 2.340 1.282 -0.400
H8 0.790 1.306 0.525
H9 0.626 -1.094 -0.528
H10 -0.057 0.819 -2.530
H11 -0.925 0.985 -1.099
H12 -0.982 -1.435 -2.843
H13 -2.181 -0.656 -1.884
H14 -1.845 -0.504 2.284
H15 -1.392 0.524 3.353
O2 -1.535 -0.415 3.225
H16 2.367 -0.641 -2.646
H17 2.956 0.808 -2.704
O3 2.933 -0.041 -3.131
H18 -0.762 3.541 -1.134
H19 -2.123 2.904 -0.819
O4 -1.536 3.147 -1.536
H20 -2.523 0.665 0.515
H21 -3.533 2.066 0.388
O5 -2.604 1.864 0.290
H22 -3.599 -0.598 0.729
H23 -1.686 -1.416 -0.045
O6 -2.664 -0.513 0.824
H24 1.056 -4.182 0.674
H25 -0.103 -3.568 -0.222
O7 0.452 -4.331 -0.048
H26 -1.517 2.770 1.031
H27 -0.317 3.686 0.712
O8 -1.009 3.579 1.363

The Mulliken scheme yields these atomic charges, measured in e: N -0.56; C -0.02; C -1.42; C -0.19; N 0.25; C 0.37; C -0.77; O -0.60; H 0.30; H 0.02; H 0.46; H 0.32; H 0.46; H 0.27; H 0.21; H 0.04; H 0.16; H 0.21; H -0.41; H 0.29; H 0.34; H 0.44; H 0.29; O -0.75; H 0.34; H 0.29; O -0.65; H 0.26; H 0.39; O -0.66; H 0.41; H 0.14; O -0.85; H 0.18; H 0.46; O -0.94; H 0.30; H 0.37; O -0.68; H 0.40; H 0.23; O -0.72

[4]
Molecular formula: C5H27N2O9
Method: DFT, ωB97M-V/def2-TZVPD

frontier orbital gap = 0.351 hartree
M = 259.28 g mol⁻¹
spin multiplicity = 1
max |F| = 7.00 eV Å⁻¹
HOMO level = -0.4541 Ha
charge = +1
relative energy (zero: lowest compared OMol25 entry of this formula, charge and spin) = 248.6 kJ/mol

CARTESIAN COORDINATES (ANGSTROEM)
N1 0.133 -0.610 -1.298
C1 -0.935 -0.494 -0.231
C2 -0.369 0.296 1.034
C3 -1.367 1.113 1.737
C4 -2.114 2.201 1.482
C5 -2.240 0.312 -0.670
N2 -3.388 0.054 0.015
O1 -2.037 1.243 -1.470
H1 0.725 0.333 -1.334
H2 -0.073 -0.751 -2.254
H3 0.720 -1.453 -1.075
H4 -1.276 -1.527 -0.181
H5 0.452 0.979 0.868
H6 0.112 -0.510 1.720
H7 -1.395 0.772 2.764
H8 -2.153 2.881 0.721
H9 -2.746 2.499 2.387
H10 -3.617 -0.936 0.425
H11 -4.168 0.688 -0.152
H12 2.505 3.239 -0.091
H13 1.094 3.287 0.696
O2 1.584 2.818 0.127
H14 2.854 1.145 -2.175
H15 3.296 0.340 -0.915
O3 2.532 0.806 -1.297
H16 -2.073 -1.831 2.226
H17 -1.561 -3.094 1.521
O4 -2.324 -2.493 1.646
H18 0.435 -3.760 3.040
H19 0.973 -3.008 1.937
O5 0.091 -3.095 2.438
H20 -1.437 -0.111 -3.888
H21 -0.391 0.138 -4.862
O6 -0.510 -0.341 -4.070
H22 1.078 2.287 -1.504
H23 -0.285 2.240 -2.395
O7 0.618 1.855 -2.328
H24 2.827 -2.047 1.104
H25 2.809 -3.211 0.144
O8 2.190 -2.693 0.630
H26 3.722 0.583 1.359
H27 2.451 0.109 0.869
O9 3.262 -0.257 1.300

The Mulliken scheme yields these atomic charges, measured in e: N 0.11; C 0.68; C 0.67; C -0.34; C -1.16; C -0.53; N -0.17; O -0.60; H -0.16; H 0.35; H 0.42; H 0.48; H -0.43; H 0.25; H 0.32; H 0.41; H 0.24; H 0.28; H 0.30; H 0.31; H 0.23; O -0.56; H 0.27; H 0.29; O -0.59; H 0.29; H 0.36; O -0.62; H 0.31; H 0.36; O -0.64; H 0.30; H 0.30; O -0.66; H 0.38; H 0.32; O -0.65; H 0.37; H 0.27; O -0.69; H 0.33; H 0.31; O -0.71

- M of number 4 (C5H27N2O9)?
  259.28 g mol⁻¹

What did the third record say?
Molecular formula: C5H27N2O8
Method: DFT, ωB97M-V/def2-TZVPD

frontier orbital gap = 0.331 hartree
M = 243.28 g mol⁻¹
spin multiplicity = 1
max |F| = 2.46 eV Å⁻¹
HOMO level = -0.2181 Ha
charge = -1
relative energy (zero: lowest compared OMol25 entry of this formula, charge and spin) = 172.0 kJ/mol

CARTESIAN COORDINATES (ANGSTROEM)
N1 1.494 -1.187 1.783
C1 2.282 -0.064 1.231
C2 3.591 -0.710 0.707
C3 1.552 0.674 0.066
N2 0.950 -0.213 -0.891
C4 -0.222 0.302 -1.579
C5 -1.111 -0.922 -1.893
O1 -1.140 -1.813 -0.777
H1 0.809 -0.884 2.451
H2 1.167 -1.765 1.028
H3 2.404 0.622 2.065
H4 4.243 0.080 0.324
H5 3.991 -1.249 1.543
H6 3.314 -1.289 -0.172
H7 2.340 1.282 -0.400
H8 0.790 1.306 0.525
H9 0.626 -1.094 -0.528
H10 -0.057 0.819 -2.530
H11 -0.925 0.985 -1.099
H12 -0.982 -1.435 -2.843
H13 -2.181 -0.656 -1.884
H14 -1.845 -0.504 2.284
H15 -1.392 0.524 3.353
O2 -1.535 -0.415 3.225
H16 2.367 -0.641 -2.646
H17 2.956 0.808 -2.704
O3 2.933 -0.041 -3.131
H18 -0.762 3.541 -1.134
H19 -2.123 2.904 -0.819
O4 -1.536 3.147 -1.536
H20 -2.523 0.665 0.515
H21 -3.533 2.066 0.388
O5 -2.604 1.864 0.290
H22 -3.599 -0.598 0.729
H23 -1.686 -1.416 -0.045
O6 -2.664 -0.513 0.824
H24 1.056 -4.182 0.674
H25 -0.103 -3.568 -0.222
O7 0.452 -4.331 -0.048
H26 -1.517 2.770 1.031
H27 -0.317 3.686 0.712
O8 -1.009 3.579 1.363

The Mulliken scheme yields these atomic charges, measured in e: N -0.56; C -0.02; C -1.42; C -0.19; N 0.25; C 0.37; C -0.77; O -0.60; H 0.30; H 0.02; H 0.46; H 0.32; H 0.46; H 0.27; H 0.21; H 0.04; H 0.16; H 0.21; H -0.41; H 0.29; H 0.34; H 0.44; H 0.29; O -0.75; H 0.34; H 0.29; O -0.65; H 0.26; H 0.39; O -0.66; H 0.41; H 0.14; O -0.85; H 0.18; H 0.46; O -0.94; H 0.30; H 0.37; O -0.68; H 0.40; H 0.23; O -0.72

- Which of these has the highest spin multiplicity?
  C5H27N2O7